No. 1
{
  "formula": "C8H17N2",
  "method": "ωB97M-V/def2-TZVPD",
  "smiles": "CC(C)=CC(C)(C)C(N)=[NH2+]",
  "gap_ev": 9.168,
  "e_homo_ev": -12.53,
  "total_charge": 1,
  "relative_energy_ev": 4.1916,
  "elements": ["H", "H", "H", "C", "C", "H", "C", "H", "H", "H", "H", "C", "H", "H", "C", "H", "H", "N", "C", "H", "H", "H", "N", "C", "H", "C", "H"],
  "positions_angstrom": [[2.02, -0.87, -2.50], [-1.47, -2.46, 0.03], [3.21, 1.29, -1.91], [-0.60, 0.04, 0.65], [3.17, 0.97, -0.90], [3.99, 0.34, -0.59], [-0.98, 1.48, 1.23], [-3.08, -2.27, -0.45], [-1.45, -1.02, 2.38], [-0.42, -1.97, 1.25], [3.35, 1.99, -0.26], [-2.09, -0.51, -0.07], [-3.79, 0.07, -0.91], [-0.17, 2.13, 0.95], [1.74, 0.54, -0.84], [-1.08, 1.56, 2.33], [-2.73, 1.32, -0.26], [-2.86, 0.36, -0.61], [1.08, 0.37, 0.34], [0.23, -0.59, 2.63], [1.04, 0.45, -3.07], [1.40, 0.72, 1.36], [-2.21, -1.83, -0.21], [1.26, -0.16, -2.12], [0.27, -0.68, -1.79], [-0.52, -0.96, 1.80], [-1.92, 2.10, 0.80]],
  "mulliken_charge": [0.35, 0.19, 0.39, 1.18, -1.31, 0.32, -1.47, 0.25, 0.43, 0.21, 0.31, 0.68, 0.31, 0.40, 0.74, 0.31, 0.15, -0.21, -0.93, 0.42, 0.31, 0.40, -0.27, -0.98, 0.15, -1.65, 0.31]
}



No. 2
{
  "formula": "C8H17N2",
  "method": "ωB97M-V/def2-TZVPD",
  "gap_ev": [5.409, 7.994],
  "multiplicity": 3,
  "e_homo_ev": [-7.91, -13.87],
  "total_charge": 1,
  "relative_energy_ev": 2.7408,
  "elements": ["H", "H", "H", "H", "N", "C", "H", "H", "H", "C", "H", "H", "H", "H", "H", "H", "N", "H", "C", "C", "C", "H", "H", "H", "C", "C", "C"],
  "positions_angstrom": [[-0.61, -1.30, 2.46], [2.43, 0.73, 0.11], [-0.65, -2.32, -2.24], [1.02, -1.98, -2.70], [1.96, -1.15, -0.35], [-1.49, 1.76, -0.63], [2.42, -1.03, -1.26], [-2.67, 0.95, 0.89], [-1.74, 2.24, 1.52], [0.19, -1.63, -2.07], [-1.61, 2.92, -0.82], [2.47, -1.92, 0.08], [0.01, -0.54, -2.32], [-0.07, 0.34, 3.10], [0.53, 2.14, -0.53], [0.22, 1.09, -1.81], [-0.82, 0.29, 1.09], [2.06, -0.14, 1.52], [-0.81, -0.31, 2.43], [0.46, -1.58, -0.59], [-0.04, 1.30, -0.83], [0.35, -2.43, 0.04], [-2.12, 1.07, -1.40], [-1.78, -0.06, 2.78], [-1.71, 1.36, 0.83], [0.22, 0.19, 0.17], [1.76, 0.04, 0.54]],
  "mulliken_charge": [0.34, 0.39, 0.31, 0.35, -0.13, -0.35, 0.36, 0.41, 0.36, -0.92, 0.31, 0.43, 0.16, 0.34, 0.36, 0.76, 0.39, 0.42, -1.07, -0.86, -1.32, 0.51, 0.23, 0.42, -0.67, 0.87, -1.41]
}



No. 3
{
  "formula": "C8H17N3O3",
  "method": "ωB97M-V/def2-TZVPD",
  "smiles": "NCCCC[C@H](N)C(=O)NCC(=O)O",
  "gap_ev": 9.934,
  "e_homo_ev": -9.40,
  "relative_energy_ev": 2.0286,
  "elements": ["C", "H", "H", "C", "H", "H", "O", "H", "H", "H", "H", "H", "C", "H", "C", "O", "H", "C", "C", "N", "H", "C", "H", "H", "O", "H", "N", "N", "H", "H", "C"],
  "positions_angstrom": [[-1.47, -1.93, -1.24], [2.29, 2.50, -1.91], [-1.23, -3.96, -0.76], [0.84, 0.68, -0.35], [4.66, 4.78, -0.56], [0.54, 0.92, 2.26], [3.92, 4.33, -1.06], [-2.90, -2.52, 1.10], [2.27, 1.55, 0.89], [-0.36, -1.86, -1.37], [-3.11, -0.67, -0.68], [-1.78, 0.23, -1.41], [-2.02, -0.60, -0.68], [-1.93, -2.13, -2.27], [0.20, -0.35, 0.68], [0.46, 0.66, -1.49], [-0.93, -3.04, 0.68], [3.24, 3.49, -0.16], [-1.61, -3.04, -0.26], [1.68, 1.63, 0.10], [-1.85, -1.01, 1.40], [-1.39, -0.28, 0.69], [0.58, -1.37, 0.45], [0.33, -0.72, 2.81], [3.43, 3.41, 1.02], [1.11, 3.38, -0.88], [0.84, -0.06, 1.98], [-2.94, -3.15, 0.15], [-3.10, -4.16, 0.54], [-1.79, 0.60, 1.02], [2.01, 2.70, -0.72]],
  "mulliken_charge": [-0.41, 0.24, 0.46, 0.14, 0.37, 0.30, -0.46, 0.28, 0.32, 0.18, 0.47, 0.31, -0.81, 0.40, 0.61, -0.62, 0.21, 0.53, -0.63, -0.11, 0.18, -0.81, 0.14, 0.32, -0.53, 0.28, -0.87, -0.68, 0.30, 0.43, -0.56]
}



No. 4
{
  "formula": "C8H17N4",
  "method": "ωB97M-V/def2-TZVPD",
  "gap_ev": 9.515,
  "e_homo_ev": -14.00,
  "total_charge": 1,
  "relative_energy_ev": 4.8416,
  "elements": ["H", "C", "H", "H", "H", "H", "H", "H", "H", "H", "C", "C", "H", "H", "H", "H", "N", "N", "H", "N", "H", "H", "C", "C", "N", "C", "C", "C", "H"],
  "positions_angstrom": [[-2.90, -0.20, 1.20], [-2.85, -0.76, -1.08], [-1.81, 1.66, 0.03], [3.18, -1.18, 0.80], [2.65, -1.79, 2.24], [1.34, -1.27, -2.63], [-0.17, -1.97, -0.70], [0.01, 3.35, 1.32], [1.84, 1.00, -2.15], [-3.07, 0.20, -1.45], [0.95, -1.72, -0.56], [-1.21, 0.77, 0.09], [-2.10, -1.21, -1.68], [1.69, -2.53, -0.70], [-0.51, 1.07, 2.07], [-1.63, -1.35, 0.66], [0.98, 0.19, 1.02], [1.53, 0.41, -1.44], [-3.63, -1.33, -0.80], [1.12, -1.08, 0.69], [1.48, 2.55, 0.79], [0.23, 2.80, -0.27], [-0.16, 1.09, 1.07], [-2.16, -0.47, 0.34], [2.01, 0.31, 1.79], [0.40, 2.56, 0.75], [1.36, -0.79, -1.71], [2.35, -1.03, 1.45], [-0.93, 0.74, -1.12]],
  "mulliken_charge": [0.39, -1.33, 0.61, 0.35, 0.30, 0.51, 0.20, 0.42, 0.19, 0.37, -0.61, -1.16, 0.32, 0.42, 0.54, 0.45, 1.29, -0.33, 0.50, -0.21, 0.41, 0.43, 0.41, -0.56, -1.06, -1.59, -0.27, -0.28, 0.28]
}



No. 5
{
  "formula": "C8H17N5O3",
  "method": "ωB97M-V/def2-TZVPD",
  "smiles": "[H]/N=C(/N)NCCC[C@H](NC(=O)CN)C(=O)O",
  "gap_ev": 8.813,
  "e_homo_ev": -8.53,
  "relative_energy_ev": 2.2285,
  "elements": ["H", "H", "N", "N", "H", "O", "C", "H", "N", "C", "H", "N", "H", "H", "H", "H", "C", "H", "N", "H", "H", "H", "H", "O", "C", "H", "C", "C", "H", "H", "C", "O", "C"],
  "positions_angstrom": [[0.52, 2.12, -0.71], [5.17, 1.30, -0.26], [3.49, -1.37, -1.09], [-1.00, -0.29, -0.65], [-4.31, -1.92, -0.58], [-2.15, 2.98, -1.02], [1.82, -0.04, 0.64], [-0.38, 2.73, 0.69], [5.12, 0.31, -0.67], [3.81, -0.11, -0.63], [-3.44, 0.27, -0.67], [2.80, 0.66, -0.17], [2.31, -0.59, 1.41], [-2.53, -2.96, 0.81], [-2.25, -1.37, 1.65], [3.00, 1.51, 0.22], [-0.01, 1.79, 0.26], [2.70, -1.78, -0.71], [-3.79, -1.30, 0.18], [-0.69, -0.25, -1.56], [1.48, 1.75, 1.78], [-1.62, 0.73, 1.00], [-4.48, -0.98, 0.81], [-1.20, -2.51, -1.12], [-1.22, 0.99, 0.00], [4.26, -1.98, -1.07], [-1.49, -1.55, -0.45], [0.89, 1.01, 1.22], [0.17, 0.52, 1.93], [1.33, -0.79, 0.01], [-2.50, -1.86, 0.68], [-3.52, 1.13, -1.16], [-2.31, 1.84, -0.78]],
  "mulliken_charge": [0.43, 0.19, -0.43, 0.04, 0.24, -0.49, -0.53, 0.38, -0.80, 0.57, 0.49, -0.13, 0.31, 0.33, 0.27, 0.20, -0.72, 0.27, -0.65, 0.20, 0.44, 0.26, 0.21, -0.64, -0.18, 0.27, 0.60, -0.88, 0.34, 0.12, -0.54, -0.53, 0.38]
}



No. 6
{
  "formula": "C8H17NO",
  "method": "ωB97M-V/def2-TZVPD",
  "smiles": "CNC(C)=O.C1CCCC1",
  "gap_ev": 9.305,
  "e_homo_ev": -8.50,
  "relative_energy_ev": 5.3327,
  "elements": ["H", "C", "H", "N", "H", "C", "C", "H", "O", "H", "C", "H", "H", "C", "H", "H", "C", "C", "H", "H", "H", "H", "H", "C", "H", "H", "H"],
  "positions_angstrom": [[2.12, -0.31, 2.64], [-0.04, -0.59, 0.09], [0.43, 0.27, -0.45], [0.12, 1.11, -2.18], [-0.42, -0.12, 3.46], [-0.80, -0.24, 1.29], [0.04, 0.18, 2.50], [-3.21, 0.80, -1.82], [-1.02, -0.83, -1.95], [-1.25, -1.27, 1.78], [1.23, -1.31, 0.84], [1.07, -1.54, 3.12], [2.04, -0.93, 0.26], [1.22, -0.80, 2.32], [2.12, 0.81, -1.46], [-0.69, -1.31, -0.63], [-1.01, 0.39, -1.77], [-2.26, 1.04, -1.30], [0.41, 1.25, 2.51], [0.13, 2.15, -2.06], [-2.20, 2.13, -1.43], [2.06, 0.56, -3.26], [-1.82, 0.27, 1.34], [1.46, 0.43, -2.23], [-2.31, 0.87, -0.26], [1.49, -2.45, 0.79], [1.10, -0.57, -2.16]],
  "mulliken_charge": [0.35, 0.04, 0.14, -0.39, 0.34, -0.45, -0.82, 0.30, -0.63, 0.18, -0.98, 0.29, 0.25, -0.55, 0.31, 0.41, 0.98, -0.85, 0.31, 0.22, 0.32, 0.25, 0.15, -0.91, 0.09, 0.19, 0.45]
}



Max |F| values, unit eV/A, following the record order: 6.2 5.8 6.0 4.8 5.6 6.5.